# 1
Density functional theory data (ωB97M-V with the def2-TZVPD basis set) for a cluster of 2 separate species, C2H3ClN2O4S in total at a distorted geometry.

Summary:
energy above the lowest of the compared OMol25 structures with the same formula, charge and spin: 56.5 kcal/mol
LUMO energy (alpha / beta): -0.1210 / -0.1398 Eh
frontier orbital gap (alpha / beta): 7.767 / 5.913 eV
HOMO energy (alpha / beta): -11.1 / -9.7 eV
molar mass: 186.58 Da

XYZ file:
```
13
Properties=species:S:1:pos:R:3:nbo_charge:R:1
C 2.1219 -0.1295 -0.2677 -0.793
C -0.6304 0.0408 -0.3027 0.001
N -0.5219 0.8307 0.9309 0.500
N -1.9218 -0.2186 -0.9380 0.471
O 0.5651 0.8378 1.3968 -0.373
O -1.4398 1.5563 1.1607 -0.310
O -2.9107 0.4169 -0.6775 -0.289
O -1.8912 -1.1380 -1.7178 -0.357
S 0.6701 -0.7920 -1.0217 0.639
Cl -1.2715 -1.5633 1.8612 -0.277
H 2.9834 -0.4541 -0.9530 0.252
H 2.2224 -0.4611 0.7246 0.264
H 2.0245 1.0740 -0.1957 0.272
```

# 2
Density functional theory data (ωB97M-V with the def2-TZVPD basis set) for a structure of composition C2H3N3S at a distorted geometry.

Summary:
energy above the lowest of the compared OMol25 structures with the same formula, charge and spin: 84.8 kcal/mol
LUMO energy: -0.0094 Eh
frontier orbital gap: 9.092 eV
HOMO energy: -9.3 eV
molar mass: 101.13 Da

XYZ file:
```
9
Properties=species:S:1:pos:R:3:nbo_charge:R:1
C 0.1501 0.1511 -0.5182 -0.044
C 0.3849 -1.0744 0.1131 -0.119
H 1.1144 2.1586 -1.6579 0.183
H 0.5681 -1.9804 -0.5116 0.224
H -0.8969 0.4485 2.2492 0.405
N -0.4267 -1.2006 1.1891 -0.236
N -0.9839 0.0737 1.1277 -0.158
N -0.6924 0.8874 0.2271 -0.228
S 0.7825 0.5361 -2.2185 -0.027
```

Question: Look up the molar mass of the first one.
Answer: 186.58 Da